(1)
Entry from the OMol25 dataset: 4 unconnected molecules or ions with the total composition C29H45BN4O13PS (wB97M-V/def2-TZVPD).

Each line ends with the Löwdin charge.
Atoms and positions in Å:
C -1.5161 1.1509 -3.9366  -0.06
C 7.6696 -2.0924 1.1902  -0.04
H -1.0530 3.1470 -2.1246  0.11
C -0.5447 0.6947 5.1931  -0.03
C -0.2957 -3.7609 8.2142  -0.03
H -0.2514 1.3275 6.0289  0.11
C 0.5631 -1.4076 -3.0943  -0.06
O -0.2691 3.0434 3.9919  0.13
P -2.0331 -1.7379 1.2312  0.41
C 5.1053 2.1690 -2.0497  -0.03
H 3.3331 2.2618 -4.0504  0.13
H 6.0060 1.8750 -2.5987  0.09
N -2.3720 -2.3134 -1.4680  0.12
H -3.1785 6.7756 -1.4718  0.11
H -2.0045 4.9493 3.3609  0.10
C -2.6218 6.4006 -3.4737  -0.07
C 4.1797 -3.5872 3.8590  -0.04
H -2.8554 -2.7467 4.2122  0.02
C -1.4639 -2.5712 -0.3288  -0.39
H -0.4336 1.0271 -3.8423  0.08
O -3.0363 -2.8750 6.2803  0.02
N -0.8479 3.4174 -4.8201  0.11
C 3.6917 0.1281 -1.5294  -0.03
H 3.1009 -3.4601 3.9061  0.09
H -3.0291 -3.8497 -5.3982  0.13
C -1.7958 -1.4481 -2.3738  -0.22
H 8.2411 -1.6730 2.0161  0.10
H -3.0625 7.3128 -3.8629  0.12
C 1.7695 -0.5004 -2.8377  -0.21
C -1.4573 4.3489 -3.8748  -0.26
C -1.7450 -2.9725 6.5816  -0.62
H -1.0343 -3.5679 -0.2319  0.13
H 4.7874 3.1720 -2.3522  0.08
O -3.4173 -3.7131 -4.5232  0.23
O 6.7459 -3.5005 3.2327  0.14
H 0.9063 -2.4376 -2.9299  0.14
O -2.6286 2.2728 -5.7573  0.13
C 2.0542 0.5763 -3.6531  -0.05
H -1.8956 1.3523 -2.9319  0.13
H -0.9044 -0.2538 5.5820  0.06
C 3.1139 1.4129 -3.4053  -0.03
O -1.6385 -3.5828 7.7568  0.02
C 5.9694 -2.8777 2.5629  -0.62
H -2.9475 0.0714 -5.0866  0.14
H -0.9054 3.8872 -5.7217  0.12
C -1.3231 2.4727 3.9123  -0.63
H -3.2097 -1.9388 -1.0051  0.11
H 0.1953 -2.7986 8.3495  0.10
H -1.3980 -0.7104 -5.1209  0.14
H 0.6343 -2.3215 -0.7405  0.11
B -4.0296 -2.5028 -4.4638  -0.72
H -1.9647 5.7295 -5.4150  0.12
H -5.7748 -2.1725 -5.1409  0.13
O -1.6190 1.2910 4.4559  -0.01
O 6.2745 -2.1229 1.5052  -0.01
H 0.2674 -4.3828 7.5200  0.10
C -1.4826 4.0608 -2.5275  -0.04
H 0.2474 -1.2505 -4.1234  0.11
C -0.2452 -1.6733 -0.7625  -0.17
H 4.3287 -0.0554 -0.6658  0.12
H 2.4816 -1.5376 -1.0951  0.11
H 4.4053 -4.6431 3.7184  0.10
O -0.8238 -2.5776 5.9043  0.09
H 4.6175 -3.2250 4.7875  0.10
C -2.0962 4.9306 -1.6448  -0.07
H -0.0537 -0.8762 -0.0317  0.10
C -2.6701 6.0805 -2.1364  -0.09
N -2.5500 -1.0774 -3.3858  -0.01
C -2.2280 4.1787 2.6256  -0.04
O 4.6464 -2.8186 2.7471  -0.01
S -3.8258 -2.2675 1.7591  0.22
O -4.8719 -2.0995 -5.4895  0.19
H -2.9480 -1.1827 5.0759  0.08
O -3.8293 -1.5702 -3.3929  0.15
H -2.0778 -0.3672 0.8689  0.01
N -0.4943 -1.0907 -2.0845  0.03
C 3.9570 1.2276 -2.3266  -0.26
H 8.0301 -3.0896 0.9438  0.10
H 1.4516 0.8079 -4.5315  0.11
C -2.0124 5.5220 -4.3476  -0.02
H -1.4383 4.1285 1.8760  0.09
H -1.0761 -1.9397 2.2555  0.01
H 7.7864 -1.4514 0.3202  0.09
C 2.6350 -0.7054 -1.7795  -0.05
O -2.4034 2.9107 3.2597  0.00
C -3.3058 -2.2117 5.0429  -0.08
H -2.1345 4.7122 -0.5823  0.09
H -3.1669 4.4228 2.1346  0.09
H -4.3832 -2.2009 4.9072  0.09
C -1.7447 2.2811 -4.9285  -0.40
C -2.0884 -0.1861 -4.4503  -0.07
H 0.3078 0.5043 4.5421  0.10
H 5.3541 2.2086 -0.9846  0.08
H -0.3503 -4.2660 9.1743  0.10

Its total energy is -84176.357 eV. The calculation puts the max |F| at 3.5 eV/A. For the molecular weight, the calculation gives 731.55 g mol⁻¹. The net charge is +1. The calculation puts the HOMO energy at -11.2189 eV.

(2)
Entry from the OMol25 dataset: a molecular structure, C29H45EuN2O7P (wB97M-V/def2-TZVPD).

Each line ends with the Löwdin charge.
Atoms and positions in Å:
H -1.9211 1.5469 -6.7794  0.13
H -2.0013 4.1602 -0.8016  0.09
H 1.2494 1.1466 -3.5021  0.07
H -2.3750 -3.7621 1.7699  0.15
H -5.5997 1.4211 -6.0514  0.12
P -1.4959 2.5972 -3.2626  0.94
C 0.4424 4.4682 -2.4949  -0.17
C 1.9480 -0.7649 -1.6139  0.00
H -1.8990 6.0469 -2.2840  0.09
C -2.9519 6.0443 -2.5798  -0.18
H -3.0544 2.7597 -0.6317  0.10
H -3.7665 2.8029 -2.8701  0.10
H -2.3759 2.8523 2.4375  0.17
H 0.8575 5.0720 1.3092  0.11
C 1.9337 4.2072 -2.2918  -0.18
Eu 0.0027 0.7736 -0.4524  1.93
H -1.2768 -3.6117 4.0110  0.14
C 1.8138 2.0711 -3.6677  -0.18
N -0.3029 -1.1837 1.2025  0.07
C -4.0918 4.6649 -0.7712  -0.17
H 3.2997 2.5382 -2.1323  0.13
H -5.0225 4.2456 -1.1623  0.12
O 1.5157 0.6375 1.3823  -0.06
H -0.0845 4.1681 -1.5817  0.07
C -1.2345 -2.1077 1.0006  -0.14
C 0.9794 3.0255 -4.5224  -0.17
C -4.2844 0.6157 -4.5414  -0.19
H -1.6473 3.1288 -6.1048  0.11
H -4.2187 4.7060 0.3121  0.11
N -0.6513 3.8896 2.1218  -0.13
C 1.3757 -0.0592 2.3833  -0.42
O -2.5930 -2.9964 -0.7060  0.23
H -4.2975 4.8194 -3.7155  0.13
C -0.0130 -1.9730 3.4292  0.07
H -1.1668 5.8947 2.4686  0.11
H -2.0084 4.7133 3.4976  0.10
C -1.0009 -2.9313 3.2165  0.05
H 0.6606 3.4946 0.5370  0.05
C 0.3156 -1.1299 2.3788  -0.15
H 2.2599 4.6422 -1.3455  0.12
H 1.4406 3.6094 2.1369  0.12
H -0.3026 5.0955 3.8018  0.11
C 2.2437 2.7169 -2.3351  -0.19
C -0.1416 3.7229 -3.7321  -0.31
O 2.1518 0.1426 3.4060  0.24
O -0.9512 1.6885 -2.0993  -0.54
H -2.6979 4.8670 -4.3824  0.10
H -3.0973 6.9469 -3.1724  0.13
C -1.6189 -3.0169 1.9756  0.08
C -4.5380 1.2140 -5.9191  -0.18
C 0.6606 4.0184 1.4948  0.01
C -2.8002 0.3294 -4.3206  -0.18
C -2.2275 2.2124 -5.9675  -0.16
C -3.8527 6.0739 -1.3402  -0.17
H 1.6234 3.8125 -4.9174  0.14
C -1.7649 -2.0457 -0.3977  -0.42
O 2.7349 -1.4041 -2.0764  0.19
H -0.8501 1.0592 -4.7912  0.11
H 0.2679 5.5381 -2.5981  0.12
H 2.0248 -0.4760 4.1416  0.15
C -3.2420 4.8177 -3.4373  -0.17
H -4.2659 0.4858 -6.6894  0.13
H 0.4741 -1.9179 4.3944  0.14
H -4.6786 1.2875 -3.7728  0.10
C -2.9480 3.7229 -1.1361  -0.21
H -3.9034 2.9155 -7.0949  0.13
H -2.8925 -2.9289 -1.6309  0.18
H -4.8374 -0.3186 -4.4267  0.12
H 2.6997 1.7764 -4.2306  0.13
C -1.4174 2.8528 1.9164  -0.24
H -4.8106 6.5283 -1.5943  0.12
H 0.5904 2.5127 -5.4016  0.11
H -4.0521 3.2371 -5.3857  0.09
H -0.6018 4.4573 -4.3975  0.12
H -2.5138 -0.4854 -4.9922  0.13
H -3.4050 6.7185 -0.5818  0.11
H 1.7257 2.2551 -1.4583  0.03
C -1.8471 1.4978 -4.6517  -0.35
C -3.7217 2.4854 -6.1098  -0.18
O -1.3907 -1.1614 -1.1643  -0.03
H -2.6111 -0.0326 -3.3055  0.08
O -1.1195 1.8702 1.1782  -0.21
C -1.0608 4.9687 3.0311  0.02
H 2.5210 4.7114 -3.0608  0.13
C -2.9499 3.4994 -2.6626  -0.32

Its total energy is -76715.454 eV. Its expectation value of S² is 12.01. Its spin multiplicity is 7. For the energy above the lowest of the compared OMol25 structures with the same formula, charge and spin, the calculation gives 0.000 eV. The calculation puts the max |F| at 1.0 eV/A. For the molecular weight, the calculation gives 716.62 g mol⁻¹. The net charge is +3. The calculation puts the HOMO energy (alpha / beta) at -17.5093 / -17.5109 eV.